1.
Here is 10 unconnected molecules or ions with the total composition C26H66N6O10S4 in a non-equilibrium geometry from the Open Molecules 2025 dataset. Energies are from ωB97M-V with the def2-TZVPD basis set.

Last columns: bonded neighbours and bond lengths (Å).
CARTESIAN COORDINATES (ANGSTROEM)
1 C -10.16924 17.44615 -11.08435  C2 1.511, H6 1.088, H7 1.087, H8 1.092
2 C -9.39803 18.60511 -11.67212  C1 1.511, O3 1.227, N4 1.349
3 O -8.21199 18.77462 -11.40932  C2 1.227
4 N -10.08487 19.47856 -12.43619  C2 1.349, C5 1.459, H9 1.009
5 C -11.39620 19.25527 -13.03641  N4 1.459, H10 1.085, H11 1.088, H12 1.093
6 H -11.21552 17.66783 -10.88635  C1 1.088
7 H -9.72356 17.18049 -10.12963  C1 1.087
8 H -10.00468 16.59726 -11.75084  C1 1.092
9 H -9.54142 20.23380 -12.82532  N4 1.009
10 H -11.66254 18.20682 -13.11454  C5 1.085
11 H -11.40377 19.70659 -14.02672  C5 1.088
12 H -12.16608 19.77634 -12.46093  C5 1.093
13 C -4.65017 18.31485 -1.53640  C14 1.509, H18 1.092, H19 1.087, H20 1.089
14 C -5.80354 18.60655 -2.46409  C13 1.509, O15 1.220, N16 1.354
15 O -6.68347 19.38438 -2.13519  C14 1.220
16 N -5.85098 17.94480 -3.64418  C14 1.354, C17 1.450, H21 1.012
17 C -4.85036 17.05989 -4.20806  N16 1.450, H22 1.089, H23 1.093, H24 1.088
18 H -3.81933 18.97590 -1.79298  C13 1.092
19 H -4.33177 17.27791 -1.46696  C13 1.087
20 H -4.98912 18.62150 -0.54825  C13 1.089
21 H -6.61725 18.13443 -4.27737  N16 1.012
22 H -4.83370 17.30057 -5.26989  C17 1.089
23 H -5.12697 16.01985 -4.01764  C17 1.093
24 H -3.85094 17.22776 -3.81319  C17 1.088
25 C -6.59500 10.93005 -10.55453  C26 1.501, H30 1.082, H31 1.096, H32 1.094
26 C -7.06250 12.35022 -10.41932  C25 1.501, O27 1.224, N28 1.355
27 O -7.97001 12.63182 -9.64829  C26 1.224
28 N -6.45348 13.23935 -11.24129  C26 1.355, C29 1.434, H33 1.005
29 C -6.86873 14.59718 -11.44022  N28 1.434, H34 1.089, H35 1.093, H36 1.092
30 H -7.32952 10.25198 -10.14125  C25 1.082
31 H -5.62350 10.80436 -10.06356  C25 1.096
32 H -6.35457 10.66617 -11.58909  C25 1.094
33 H -5.73662 12.88761 -11.85176  N28 1.005
34 H -7.88574 14.79808 -11.10734  C29 1.089
35 H -6.90242 14.83794 -12.50557  C29 1.093
36 H -6.21117 15.30873 -10.93614  C29 1.092
37 C -10.56484 17.37539 -5.79095  C38 1.498, H42 1.093, H43 1.088, H44 1.090
38 C -11.00904 16.13213 -5.08363  C37 1.498, O39 1.227, N40 1.346
39 O -10.48364 15.05002 -5.32683  C38 1.227
40 N -11.97405 16.29482 -4.16013  C38 1.346, C41 1.451, H45 1.005
41 C -12.51473 15.22286 -3.34605  N40 1.451, H46 1.090, H47 1.085, H48 1.089
42 H -11.31897 18.16606 -5.75816  C37 1.093
43 H -10.36615 17.18345 -6.84317  C37 1.088
44 H -9.64070 17.77302 -5.37071  C37 1.090
45 H -12.40576 17.19820 -4.07170  N40 1.005
46 H -12.48205 15.52543 -2.29943  C41 1.090
47 H -11.90186 14.33304 -3.44935  C41 1.085
48 H -13.53674 14.99107 -3.64347  C41 1.089
49 C -12.04830 21.28924 -9.72833  C50 1.515, H54 1.090, H55 1.090, H56 1.086
50 C -12.38255 19.92723 -9.15476  C49 1.515, O51 1.219, N52 1.364
51 O -13.53699 19.54598 -9.06848  C50 1.219
52 N -11.34203 19.16171 -8.71648  C50 1.364, C53 1.466, H57 1.008
53 C -9.97838 19.66144 -8.51545  N52 1.466, H58 1.093, H59 1.089, H60 1.083
54 H -11.22663 21.22908 -10.44229  C49 1.090
55 H -11.79723 21.98739 -8.93014  C49 1.090
56 H -12.95300 21.63491 -10.21996  C49 1.086
57 H -11.59121 18.19887 -8.55497  N52 1.008
58 H -9.36508 19.41679 -9.38697  C53 1.093
59 H -9.54405 19.13192 -7.66912  C53 1.089
60 H -9.98915 20.72628 -8.32095  C53 1.083
61 C -5.45153 18.94409 -9.53728  C62 1.509, H66 1.086, H67 1.093, H68 1.093
62 C -4.89594 19.93170 -10.53419  C61 1.509, O63 1.218, N64 1.353
63 O -4.01573 20.71584 -10.22679  C62 1.218
64 N -5.49256 19.91410 -11.74866  C62 1.353, C65 1.438, H69 1.010
65 C -5.09522 20.76861 -12.83502  N64 1.438, H70 1.089, H71 1.095, H72 1.090
66 H -4.74795 18.82340 -8.71849  C61 1.086
67 H -5.61111 17.95042 -9.96319  C61 1.093
68 H -6.41104 19.33397 -9.18893  C61 1.093
69 H -6.28755 19.30919 -11.90080  N64 1.010
70 H -4.15942 21.25958 -12.57190  C65 1.089
71 H -5.81980 21.56926 -13.01624  C65 1.095
72 H -4.94679 20.21367 -13.76181  C65 1.090
73 C -7.87892 16.46881 -8.53830  S74 1.797, H77 1.087, H78 1.087, H79 1.091
74 S -6.84786 16.56566 -7.07022  C73 1.797, O75 1.496, C76 1.791
75 O -7.36656 17.69370 -6.23585  S74 1.496
76 C -7.33628 14.98958 -6.37309  S74 1.791, H80 1.094, H81 1.093, H82 1.088
77 H -7.56227 15.56970 -9.06050  C73 1.087
78 H -7.72898 17.38666 -9.10138  C73 1.087
79 H -8.91224 16.36515 -8.20288  C73 1.091
80 H -7.09008 14.23650 -7.12713  C76 1.094
81 H -8.40830 14.95319 -6.16528  C76 1.093
82 H -6.72641 14.81441 -5.48981  C76 1.088
83 C -10.77681 14.37968 -9.36382  S84 1.788, H87 1.092, H88 1.088, H89 1.090
84 S -11.60278 13.10120 -10.30168  C83 1.788, O85 1.481, C86 1.790
85 O -13.01387 13.12421 -9.85384  S84 1.481
86 C -11.48562 13.88214 -11.90777  S84 1.790, H90 1.088, H91 1.087, H92 1.100
87 H -11.41252 15.26447 -9.28708  C83 1.092
88 H -9.80338 14.62335 -9.78556  C83 1.088
89 H -10.63025 13.99051 -8.35624  C83 1.090
90 H -11.59269 14.96443 -11.90734  C86 1.088
91 H -12.13155 13.37717 -12.62131  C86 1.087
92 H -10.46579 13.65896 -12.25475  C86 1.100
93 C -10.06717 11.90554 -3.28569  S94 1.798, H97 1.087, H98 1.093, H99 1.089
94 S -8.50590 12.74350 -2.97934  C93 1.798, O95 1.476, C96 1.814
95 O -8.16312 12.49301 -1.56555  S94 1.476
96 C -7.49992 11.64099 -4.00997  S94 1.814, H100 1.089, H101 1.087, H102 1.090
97 H -10.73419 12.21790 -2.48605  C93 1.087
98 H -9.92315 10.82433 -3.21940  C93 1.093
99 H -10.43435 12.13501 -4.28459  C93 1.089
100 H -7.28888 10.75362 -3.41491  C96 1.089
101 H -6.60526 12.18234 -4.30774  C96 1.087
102 H -8.04936 11.36243 -4.90909  C96 1.090
103 C -5.66587 20.57132 -6.04524  S104 1.799, H107 1.091, H108 1.091, H109 1.091
104 S -7.03048 21.74113 -5.97527  C103 1.799, O105 1.489, C106 1.800
105 O -7.57811 21.96852 -7.34093  S104 1.489
106 C -8.27316 20.72445 -5.16148  S104 1.800, H110 1.092, H111 1.086, H112 1.086
107 H -4.94767 20.90160 -6.79750  C103 1.091
108 H -5.96363 19.55736 -6.31686  C103 1.091
109 H -5.15763 20.55160 -5.08017  C103 1.091
110 H -7.75906 20.07579 -4.44990  C106 1.092
111 H -8.77683 20.11207 -5.90421  C106 1.086
112 H -8.96257 21.39095 -4.65190  C106 1.086

Calculated values
- DFT total energy (a.u.) = -3703.9199
- LUMO level (Eh) = -0.0010
- energy relative to the best compared isomer or geometry (same formula, charge and spin) (kJ/mol) = 0.0
- largest force on an atom (eV/Å) = 1.153
- spin multiplicity = 1

These are the Löwdin partial charges, in e, on atoms 1 to 99: -0.01 -0.54 0.01 0.04 -0.06 0.08 0.04 0.09 0.15 0.08 0.09 0.08 -0.01 -0.56 0.03 0.02 -0.08 0.09 0.08 0.08 0.08 0.06 0.08 0.08 0.00 -0.54 0.03 0.01 -0.08 0.09 0.09 0.08 0.14 0.06 0.09 0.08 0.00 -0.53 0.01 0.02 -0.05 0.09 0.05 0.07 0.13 0.09 0.06 0.09 -0.01 -0.56 0.03 0.02 -0.05 0.07 0.09 0.08 0.12 0.06 0.05 0.08 -0.01 -0.55 0.04 0.00 -0.08 0.08 0.07 0.08 0.09 0.08 0.08 0.08 -0.25 0.84 -0.55 -0.23 0.03 0.03 0.04 0.06 0.04 0.04 -0.28 0.82 -0.54 -0.27 0.06 0.01 0.05 0.03 0.05 0.05 -0.27 0.79 -0.55 -0.26 0.05 0.06 0.05

---

2.
Here is 6 unconnected molecules or ions with the total composition C26H67F6N6O4P in a non-equilibrium geometry from the Open Molecules 2025 dataset. Energies are from ωB97M-V with the def2-TZVPD basis set.

Last columns: bonded neighbours and bond lengths (Å).
CARTESIAN COORDINATES (ANGSTROEM)
1 C -12.41292 0.32673 -15.97416  N2 1.575, H8 1.090, H9 1.090, H10 1.090
2 N -11.02018 0.20365 -15.24915  C1 1.575, C3 1.527, C4 1.501, C5 1.552
3 C -11.14884 1.07731 -14.00321  N2 1.527, H11 1.090, H12 1.090, H13 1.090
4 C -10.71216 -1.21813 -14.88117  N2 1.501, H14 1.090, H15 1.090, H16 1.090
5 C -9.85974 0.69737 -16.15401  N2 1.552, C6 1.586, H17 1.090, H18 1.090
6 C -10.14026 1.99787 -17.01714  C5 1.586, O7 1.369, H19 1.090, H20 1.090
7 O -10.09840 3.00197 -16.08767  C6 1.369, H21 0.960
8 H -12.25644 -0.34916 -16.81486  C1 1.090
9 H -12.65905 1.33783 -16.29851  C1 1.090
10 H -13.33195 0.02378 -15.47246  C1 1.090
11 H -11.92965 0.60078 -13.41046  C3 1.090
12 H -11.47503 2.10747 -14.14628  C3 1.090
13 H -10.18822 1.08108 -13.48814  C3 1.090
14 H -9.77020 -1.24786 -14.33350  C4 1.090
15 H -10.41246 -1.76260 -15.77662  C4 1.090
16 H -11.57001 -1.74026 -14.45740  C4 1.090
17 H -9.47175 -0.11375 -16.77017  C5 1.090
18 H -9.02249 1.02785 -15.53927  C5 1.090
19 H -11.01067 1.92323 -17.66898  C6 1.090
20 H -9.31733 2.06174 -17.72905  C6 1.090
21 H -9.66270 3.74529 -16.51104  O7 0.960
22 C -4.07864 -0.34579 -10.97618  N23 1.542, H29 1.090, H30 1.090, H31 1.090
23 N -4.22011 -1.79024 -11.49805  C22 1.542, C24 1.501, C25 1.604, C26 1.574
24 C -4.39513 -1.73805 -12.98837  N23 1.501, H32 1.090, H33 1.090, H34 1.090
25 C -2.93129 -2.70717 -11.23246  N23 1.604, H35 1.090, H36 1.090, H37 1.090
26 C -5.50521 -2.40339 -10.82752  N23 1.574, C27 1.527, H38 1.090, H39 1.090
27 C -5.57177 -3.92424 -10.70353  C26 1.527, O28 1.416, H40 1.090, H41 1.090
28 O -6.78930 -4.21364 -10.04047  C27 1.416, H42 0.960
29 H -4.85562 0.28983 -11.40090  C22 1.090
30 H -3.16239 0.00678 -11.44976  C22 1.090
31 H -4.03750 -0.50746 -9.89902  C22 1.090
32 H -4.28369 -2.75787 -13.35666  C24 1.090
33 H -3.54570 -1.13914 -13.31682  C24 1.090
34 H -5.31785 -1.19053 -13.18046  C24 1.090
35 H -3.00471 -3.79468 -11.23710  C25 1.090
36 H -2.70789 -2.35329 -10.22600  C25 1.090
37 H -2.12859 -2.46319 -11.92833  C25 1.090
38 H -6.31035 -2.03406 -11.46269  C26 1.090
39 H -5.61417 -1.95545 -9.83980  C26 1.090
40 H -4.73399 -4.35483 -10.15507  C27 1.090
41 H -5.59885 -4.46177 -11.65138  C27 1.090
42 H -6.83685 -5.15926 -9.88190  O28 0.960
43 C -3.64766 -6.43383 -17.88983  N44 1.579, H50 1.090, H51 1.090, H52 1.090
44 N -2.93262 -6.21405 -19.28019  C43 1.579, C45 1.524, C46 1.605, C47 1.557
45 C -1.95733 -7.36000 -19.52358  N44 1.524, H53 1.090, H54 1.090, H55 1.090
46 C -4.07565 -6.34284 -20.39980  N44 1.605, H56 1.090, H57 1.090, H58 1.090
47 C -2.09807 -4.90053 -19.31523  N44 1.557, C48 1.530, H59 1.090, H60 1.090
48 C -2.94578 -3.62750 -19.26784  C47 1.530, O49 1.406, H61 1.090, H62 1.090
49 O -3.59684 -3.51286 -18.02672  C48 1.406, H63 0.960
50 H -2.84114 -6.45988 -17.15707  C43 1.090
51 H -4.23531 -7.34799 -17.97404  C43 1.090
52 H -4.28665 -5.63476 -17.51396  C43 1.090
53 H -1.34761 -6.95868 -20.33308  C45 1.090
54 H -2.57945 -8.21878 -19.77569  C45 1.090
55 H -1.37378 -7.75228 -18.69071  C45 1.090
56 H -3.69663 -5.85481 -21.29772  C46 1.090
57 H -4.94066 -5.82187 -19.98937  C46 1.090
58 H -4.48550 -7.32586 -20.63175  C46 1.090
59 H -1.59335 -4.91165 -20.28128  C47 1.090
60 H -1.29319 -4.92623 -18.58065  C47 1.090
61 H -3.71150 -3.68899 -20.04113  C48 1.090
62 H -2.41318 -2.73088 -19.58488  C48 1.090
63 H -3.69279 -2.62313 -17.67921  O49 0.960
64 C -5.37684 3.14649 -13.57507  N65 1.567, H71 1.090, H72 1.090, H73 1.090
65 N -5.69935 4.10122 -14.77544  C64 1.567, C66 1.491, C67 1.557, C68 1.533
66 C -6.92960 4.78793 -14.28793  N65 1.491, H74 1.090, H75 1.090, H76 1.090
67 C -4.49154 5.08357 -14.78350  N65 1.557, H77 1.090, H78 1.090, H79 1.090
68 C -6.06536 3.37934 -16.07692  N65 1.533, C69 1.534, H80 1.090, H81 1.090
69 C -5.76141 4.03653 -17.42938  C68 1.534, O70 1.427, H82 1.090, H83 1.090
70 O -6.38899 5.31582 -17.35897  C69 1.427, H84 0.960
71 H -4.57309 2.43962 -13.78101  C64 1.090
72 H -6.32036 2.61215 -13.46395  C64 1.090
73 H -5.22522 3.78345 -12.70363  C64 1.090
74 H -6.65919 5.27268 -13.34985  C66 1.090
75 H -7.83833 4.19414 -14.18938  C66 1.090
76 H -7.02589 5.64621 -14.95291  C66 1.090
77 H -4.77148 6.04423 -15.21578  C67 1.090
78 H -3.76450 4.56912 -15.41187  C67 1.090
79 H -4.15250 5.13569 -13.74888  C67 1.090
80 H -7.11793 3.10276 -16.01609  C68 1.090
81 H -5.48762 2.45519 -16.06067  C68 1.090
82 H -6.38508 3.54150 -18.17375  C69 1.090
83 H -4.71590 3.99034 -17.73414  C69 1.090
84 H -7.12494 5.18215 -17.96072  O70 0.960
85 C -8.48464 -4.88146 -14.96957  C86 1.505, H93 1.090, H94 1.090, H95 1.090
86 C -7.29582 -5.29879 -15.79327  C85 1.505, N87 1.469, H96 1.090, H97 1.090
87 N -6.26914 -5.84520 -14.89613  C86 1.469, C88 1.414, C91 1.375
88 C -4.95705 -5.34168 -14.73652  N87 1.414, C89 1.386, H98 1.080
89 C -4.28640 -6.24033 -13.92155  C88 1.386, N90 1.431, H99 1.080
90 N -5.20994 -7.29277 -13.62499  C89 1.431, C91 1.375, C92 1.404
91 C -6.34673 -7.11604 -14.37783  N87 1.375, N90 1.375, H100 1.080
92 C -4.75563 -8.41703 -12.91723  N90 1.404, H101 1.090, H102 1.090, H103 1.090
93 H -9.18992 -4.42047 -15.66106  C85 1.090
94 H -8.30507 -4.17665 -14.15772  C85 1.090
95 H -9.08403 -5.71441 -14.60212  C85 1.090
96 H -6.89599 -4.39340 -16.24989  C86 1.090
97 H -7.45425 -5.96641 -16.64019  C86 1.090
98 H -4.60633 -4.41097 -15.15743  C88 1.080
99 H -3.25744 -6.24789 -13.59357  C89 1.080
100 H -7.26702 -7.68081 -14.35531  C91 1.080
101 H -5.22065 -9.29923 -13.35721  C92 1.090
102 H -4.83831 -8.43088 -11.83046  C92 1.090
103 H -3.68592 -8.51981 -13.09962  C92 1.090
104 P -5.72772 -1.07335 -16.70159  F105 1.673, F106 1.602, F107 1.650, F108 1.684, F109 1.578, F110 1.627
105 F -7.27013 -0.98375 -16.06060  P104 1.673
106 F -6.11434 0.28261 -17.46255  P104 1.602
107 F -5.18112 -0.08939 -15.49446  P104 1.650
108 F -4.22787 -0.85171 -17.43418  P104 1.684
109 F -5.16693 -2.31212 -15.90139  P104 1.578
110 F -6.23376 -2.09117 -17.86588  P104 1.627

Calculated values
- DFT total energy (a.u.) = -2599.9584
- LUMO level (spin up / spin down) (Eh) = -0.2281 / -0.2282
- net charge = +3
- largest force on an atom (eV/Å) = 3.212
- <S²> = 0.756
- spin multiplicity = 2

These are the Löwdin partial charges, in e, on atoms 1 to 99: 0.04 -0.30 0.01 0.00 -0.07 -0.24 -0.05 0.11 0.10 0.11 0.11 0.11 0.10 0.11 0.10 0.12 0.12 0.12 0.12 0.13 0.10 0.04 -0.32 -0.02 0.06 -0.06 -0.24 -0.04 0.10 0.11 0.11 0.09 0.11 0.09 0.09 0.10 0.11 0.13 0.13 0.12 0.11 0.11 0.02 -0.28 0.00 0.05 -0.08 -0.22 -0.08 0.10 0.10 0.07 0.11 0.10 0.11 0.11 0.10 0.11 0.13 0.14 0.11 0.14 0.04 0.02 -0.31 -0.02 0.07 -0.09 -0.19 -0.06 0.11 0.10 0.10 0.11 0.11 0.11 0.12 0.11 0.10 0.11 0.11 0.13 0.13 0.09 -0.09 -0.20 -0.13 -0.08 -0.06 -0.18 -0.13 -0.07 0.06 0.07 0.08 0.10 0.12 0.08 0.10

---

Question: The lowest spin multiplicity belongs to which entry?
Answer: C26H66N6O10S4